(1)
{"formula": "C33H61F8N13O28", "method": "ωB97M-V/def2-TZVPD", "elements": ["C", "C", "O", "C", "C", "O", "C", "C", "O", "N", "C", "C", "C", "C", "C", "C", "C", "C", "C", "C", "O", "C", "C", "F", "F", "C", "F", "F", "C", "F", "F", "C", "F", "F", "H", "H", "H", "H", "H", "H", "H", "H", "H", "H", "H", "H", "H", "H", "H", "H", "H", "H", "H", "H", "H", "H", "H", "H", "H", "C", "N", "O", "O", "H", "H", "H", "C", "N", "O", "O", "H", "H", "H", "C", "N", "O", "O", "H", "H", "H", "C", "N", "O", "O", "H", "H", "H", "C", "N", "O", "O", "H", "H", "H", "C", "N", "O", "O", "H", "H", "H", "C", "N", "O", "O", "H", "H", "H", "C", "N", "O", "O", "H", "H", "H", "C", "N", "O", "O", "H", "H", "H", "C", "N", "O", "O", "H", "H", "H", "C", "N", "O", "O", "H", "H", "H", "C", "N", "O", "O", "H", "H", "H"], "coordinates": [[-2.8417, -6.9632, -0.1117], [-1.8338, -6.1224, -1.0711], [-0.7071, -5.6293, -0.2693], [0.0862, -4.6909, -1.0562], [-0.5233, -3.1945, -1.0383], [0.5248, -2.1794, -0.8324], [-0.1312, -1.0139, -0.3110], [-0.0052, -0.6568, 1.2552], [0.4086, -1.3379, 2.2202], [-0.4920, 0.7579, 1.3515], [-0.7275, 1.3176, -0.0451], [-0.6170, 2.9059, -0.0165], [-1.9785, 3.6883, -0.1045], [-2.0682, 5.2549, -0.0483], [-0.7798, 6.0907, 0.1132], [0.5699, 5.3091, 0.1772], [0.6752, 3.7474, 0.1271], [0.3169, 0.4486, -0.8884], [1.8898, 0.5763, -0.6129], [2.7450, 1.1951, -1.8236], [2.0561, 1.2326, -3.0958], [1.8545, 2.5810, -3.5581], [0.7314, 2.7437, -4.6780], [-0.4468, 3.2464, -3.9862], [1.0941, 3.7873, -5.5917], [0.2852, 1.3849, -5.4159], [-0.3257, 0.4319, -4.5326], [-0.7808, 1.7520, -6.3330], [1.4275, 0.7245, -6.3504], [0.9914, 0.8046, -7.7203], [2.6633, 1.4505, -6.3167], [1.7091, -0.8271, -6.0779], [0.5528, -1.6606, -6.2878], [2.3219, -1.1107, -4.8288], [-2.4434, -8.0299, 0.0330], [-3.9070, -7.0077, -0.5373], [-2.8954, -6.4608, 0.9289], [-1.4619, -6.8292, -1.9049], [-2.3842, -5.2432, -1.5470], [1.1458, -4.6948, -0.6021], [0.1802, -5.0388, -2.1534], [-0.9486, -2.9959, -2.0994], [-1.3496, -3.1403, -0.2474], [-1.2831, -1.0028, -0.4462], [-1.3769, 0.7140, 1.8789], [-1.8077, 1.0756, -0.3356], [-2.9438, 3.0889, -0.2075], [-3.1104, 5.7083, -0.0932], [-0.8257, 7.2204, 0.1838], [1.5412, 5.9003, 0.3069], [1.6895, 3.2417, 0.2078], [-0.0557, 0.3843, -1.9701], [2.3535, -0.4575, -0.3836], [2.0278, 1.1764, 0.3670], [3.6720, 0.5177, -1.9785], [3.1886, 2.2267, -1.5379], [1.5829, 3.2952, -2.6984], [2.8573, 2.9720, -3.9842], [2.4613, -1.1678, -6.8865], [-0.4395, -3.7582, 4.5610], [-1.5857, -4.6296, 4.9317], [-1.5601, -5.7877, 4.5453], [-2.4737, -4.1206, 5.5992], [0.2680, -4.3396, 3.9722], [-0.8339, -2.9269, 3.9782], [0.0211, -3.4090, 5.4824], [0.9218, -0.7037, 8.0691], [0.2303, -1.5032, 7.0247], [-0.3571, -2.5180, 7.3918], [0.2985, -1.0872, 5.8750], [0.7773, -1.1870, 9.0326], [1.9797, -0.6667, 7.8107], [0.4787, 0.2913, 8.0667], [-2.8746, -0.5312, 10.8873], [-1.7875, 0.1775, 10.1641], [-0.6439, 0.0000, 10.5529], [-2.1191, 0.8868, 9.2288], [-2.4365, -1.1225, 11.6892], [-3.5492, 0.2238, 11.2890], [-3.3822, -1.1728, 10.1683], [3.8445, -3.5539, -1.8247], [4.5385, -2.8237, -0.7319], [5.7357, -3.0176, -0.5969], [3.8539, -2.0797, -0.0468], [4.5684, -4.1740, -2.3484], [3.0695, -4.1679, -1.3684], [3.4157, -2.8099, -2.4961], [3.8272, -4.7460, -6.3875], [3.4844, -5.1183, -4.9902], [2.3084, -5.0705, -4.6693], [4.4095, -5.4454, -4.2642], [2.9122, -4.4793, -6.9138], [4.5090, -3.8974, -6.3434], [4.3010, -5.6105, -6.8509], [-4.9062, -2.8208, -2.2387], [-4.1375, -3.2426, -1.0387], [-4.2302, -4.4098, -0.6953], [-3.4683, -2.3850, -0.4840], [-5.4512, -3.6798, -2.6259], [-5.5941, -2.0350, -1.9287], [-4.1913, -2.4535, -2.9744], [-2.5392, 3.1790, 4.3447], [-2.3437, 4.2746, 3.3593], [-1.2719, 4.3234, 2.7826], [-3.2772, 5.0473, 3.2009], [-1.6344, 2.5743, 4.3812], [-2.7354, 3.6386, 5.3126], [-3.3882, 2.5837, 4.0102], [5.4637, -1.2208, 2.3257], [6.1550, -0.4898, 3.4207], [7.3527, -0.6845, 3.5573], [5.4709, 0.2543, 4.1050], [6.1902, -1.8406, 1.8038], [4.6876, -1.8357, 2.7796], [5.0371, -0.4787, 1.6532], [-1.0850, 8.9043, -3.1578], [-1.8743, 9.0523, -1.9073], [-2.2780, 10.1687, -1.6269], [-2.0606, 8.0390, -1.2509], [-0.9991, 9.8785, -3.6356], [-0.1029, 8.5210, -2.8828], [-1.6173, 8.2041, -3.8015], [5.6540, 1.8731, -6.3977], [6.3319, 2.6075, -5.2981], [7.5317, 2.4361, -5.1656], [5.6327, 3.3311, -4.6064], [6.3918, 1.2723, -6.9267], [4.8921, 1.2394, -5.9472], [5.2107, 2.6132, -7.0630], [-5.5731, -2.9843, 8.0773], [-6.0499, -1.7149, 8.6886], [-6.1808, -0.7524, 7.9513], [-6.2760, -1.7302, 9.8898], [-5.4142, -2.8235, 7.0126], [-4.6401, -3.2564, 8.5694], [-6.3422, -3.7377, 8.2433], [-2.9818, 4.2907, -6.0628], [-3.5423, 5.5652, -5.5418], [-2.8495, 6.5661, -5.6427], [-4.6570, 5.5163, -5.0502], [-1.9903, 4.4843, -6.4683], [-2.9272, 3.5889, -5.2316], [-3.6537, 3.9301, -6.8409]], "forces_ev_per_angstrom": [[0.6, 0.4, 0.2], [-0.7, -0.8, 0.4], [-0.4, 0.5, -2.0], [0.6, 0.3, 0.0], [0.1, -1.0, -0.9], [-2.1, 0.4, 0.9], [-0.3, 1.9, 1.1], [0.5, -0.8, 1.2], [-1.7, 2.3, -3.4], [-0.2, -2.1, -0.5], [0.7, 0.6, 0.8], [-0.7, 3.6, -0.1], [3.0, 2.0, 0.2], [3.2, -2.3, 0.3], [0.3, -4.6, -0.2], [-2.5, -1.6, -0.1], [-3.5, 1.8, -0.3], [-1.2, -2.1, -0.4], [0.0, 0.2, 0.2], [1.4, -0.1, 0.9], [-0.4, 1.3, 0.1], [1.2, 1.2, 0.0], [-0.8, 1.2, 1.8], [2.1, -1.2, -1.8], [-0.9, -2.7, 1.7], [-2.4, 0.4, -1.1], [2.0, 2.4, -2.0], [2.2, -0.7, 2.1], [-0.1, 0.1, -1.3], [1.1, -0.4, 3.2], [-2.8, -1.7, 0.3], [1.0, -1.8, -0.8], [2.3, 2.3, 1.0], [-1.8, 0.8, -2.3], [-0.6, 1.6, -0.2], [1.7, 0.1, 0.5], [0.1, -0.7, -1.8], [-0.4, 1.2, 1.2], [0.8, -1.2, 0.6], [-1.7, 0.1, -0.5], [-0.2, 0.4, 1.7], [0.3, -0.2, 1.7], [1.4, -0.1, -1.1], [1.8, -0.5, -0.1], [0.8, 0.4, 0.1], [1.5, 0.3, -0.1], [1.5, 0.9, 0.1], [1.7, -0.5, 0.1], [0.2, -1.9, 0.0], [-1.6, -1.0, -0.2], [-1.5, 0.9, -0.1], [1.2, 0.6, 1.3], [-1.1, 1.6, -0.5], [-0.1, -0.8, -1.7], [-1.5, 1.0, 0.2], [-0.9, -1.5, -0.6], [0.0, -1.1, -1.3], [-1.6, -0.5, 0.3], [-1.2, 0.7, 1.3], [0.3, -0.1, -0.3], [0.1, -0.2, 0.0], [-0.3, 0.5, 0.3], [0.2, -0.4, -0.3], [-0.3, 0.0, 0.0], [0.1, 0.0, 0.2], [-0.3, -0.1, -0.3], [0.2, 0.0, 0.3], [-0.1, 0.0, -0.2], [0.3, 0.7, -0.4], [-0.2, -0.4, 0.9], [0.0, 0.0, -0.2], [-0.1, 0.1, -0.1], [0.1, -0.1, -0.1], [-0.1, -0.2, 0.3], [0.1, 0.1, -0.1], [-0.5, 0.2, -0.2], [0.3, -0.3, 0.4], [0.0, 0.1, -0.2], [0.0, -0.1, -0.2], [0.0, 0.2, 0.1], [0.1, -0.2, -0.2], [0.1, 0.0, 0.0], [-0.6, 0.3, 0.1], [0.5, -0.3, -0.2], [-0.1, 0.1, 0.2], [0.0, 0.2, -0.1], [-0.1, 0.0, 0.2], [-0.1, 0.1, -0.3], [-0.2, -0.1, 0.2], [0.6, 0.0, 0.0], [-0.5, 0.1, -0.4], [0.1, -0.1, 0.2], [0.1, -0.2, 0.0], [0.1, 0.1, 0.1], [-0.2, -0.1, -0.3], [-0.1, -0.3, 0.2], [0.0, 0.9, 0.0], [-0.4, -0.4, -0.1], [0.1, 0.1, 0.1], [0.2, 0.0, 0.0], [-0.1, 0.1, 0.1], [0.1, -0.3, 0.1], [0.3, 0.2, -0.3], [-0.6, 0.1, 0.5], [0.4, -0.3, 0.0], [-0.1, 0.2, -0.1], [-0.1, -0.1, -0.1], [0.0, 0.2, 0.1], [0.1, -0.2, -0.2], [0.2, 0.0, 0.2], [-0.5, 0.2, 0.1], [0.4, -0.3, -0.2], [-0.1, 0.2, 0.1], [0.0, 0.2, -0.1], [-0.1, -0.1, 0.2], [0.1, 0.1, -0.3], [-0.3, 0.3, 0.2], [0.2, -0.6, 0.0], [-0.2, 0.9, -0.6], [-0.1, -0.1, 0.2], [-0.2, -0.1, 0.0], [0.1, 0.0, 0.1], [0.1, -0.2, -0.3], [0.3, 0.1, 0.2], [-0.6, 0.2, 0.1], [0.3, -0.3, -0.3], [0.0, 0.2, 0.2], [0.1, 0.2, 0.0], [-0.1, -0.1, 0.2], [0.1, -0.1, -0.3], [-0.1, 0.3, -0.1], [0.0, -0.4, 0.5], [0.2, 0.1, -0.5], [0.0, 0.1, 0.2], [-0.2, 0.0, 0.0], [0.1, 0.1, 0.1], [0.3, -0.2, -0.2], [-0.2, 0.2, 0.1], [-0.4, -0.3, 0.1], [0.6, 0.1, -0.2], [-0.2, 0.0, 0.1], [-0.1, 0.1, -0.1], [0.0, 0.0, 0.2]], "homo_ha": -0.312, "total_charge": 0}

---

(2)
{"formula": "C40H70N10", "method": "ωB97M-V/def2-TZVPD", "elements": ["C", "C", "C", "C", "N", "H", "H", "H", "H", "H", "H", "H", "C", "C", "C", "C", "N", "H", "H", "H", "H", "H", "H", "H", "C", "C", "C", "C", "N", "H", "H", "H", "H", "H", "H", "H", "C", "C", "C", "C", "N", "H", "H", "H", "H", "H", "H", "H", "C", "C", "C", "C", "N", "H", "H", "H", "H", "H", "H", "H", "C", "C", "C", "C", "N", "H", "H", "H", "H", "H", "H", "H", "C", "C", "C", "C", "N", "H", "H", "H", "H", "H", "H", "H", "C", "C", "C", "C", "N", "H", "H", "H", "H", "H", "H", "H", "C", "C", "C", "C", "N", "H", "H", "H", "H", "H", "H", "H", "C", "C", "C", "C", "N", "H", "H", "H", "H", "H", "H", "H"], "coordinates": [[-4.1077, 8.4724, -2.0483], [-2.6383, 8.5959, -1.5819], [-2.1870, 10.0587, -1.1674], [-2.9921, 10.6607, -0.0740], [-3.5909, 11.1710, 0.7969], [-4.1885, 7.4551, -2.4311], [-4.2886, 9.1666, -2.8690], [-4.9272, 8.5439, -1.3332], [-2.0228, 8.1622, -2.3700], [-2.4148, 7.9728, -0.7159], [-2.2460, 10.6943, -2.0509], [-1.1605, 10.0732, -0.8009], [2.1076, -7.6007, -6.4501], [1.3050, -6.4254, -5.8533], [0.6180, -6.7713, -4.5123], [-0.4511, -7.7599, -4.6289], [-1.3279, -8.5402, -4.6958], [2.7491, -7.2863, -7.2734], [1.4800, -8.4374, -6.7569], [2.8000, -7.8762, -5.6547], [0.5920, -6.0890, -6.6060], [2.0100, -5.6308, -5.6095], [0.1872, -5.8677, -4.0812], [1.3963, -7.1771, -3.8660], [-5.7768, -4.0426, -1.6314], [-5.4128, -3.5648, -3.0675], [-6.5546, -3.5322, -4.0893], [-7.5759, -2.5489, -3.7027], [-8.3606, -1.7641, -3.4031], [-6.3573, -4.9617, -1.7125], [-6.4623, -3.3006, -1.2220], [-5.0108, -4.2366, -0.8807], [-4.7116, -4.2168, -3.5884], [-4.9480, -2.5791, -3.0483], [-6.9671, -4.5262, -4.2623], [-6.2314, -3.1887, -5.0720], [7.2667, 0.8134, 7.8657], [6.0714, -0.1058, 7.5678], [5.6243, 0.0793, 6.1147], [5.1111, 1.3523, 5.6268], [4.7520, 2.3831, 5.1969], [8.1742, 0.5310, 7.3320], [7.5485, 0.8129, 8.9187], [7.0554, 1.8669, 7.6823], [5.2789, 0.0673, 8.2960], [6.2850, -1.1565, 7.7640], [4.8605, -0.6703, 5.9079], [6.4582, -0.2088, 5.4747], [-3.0559, 2.9621, -8.2804], [-3.6379, 3.2039, -6.9183], [-3.3042, 2.1843, -5.8869], [-1.9134, 2.2773, -5.4810], [-0.8095, 2.3445, -5.1244], [-3.5022, 3.6114, -9.0335], [-3.2338, 1.9410, -8.6176], [-1.9728, 3.0838, -8.2963], [-4.7194, 3.1340, -7.0353], [-3.5377, 4.2339, -6.5760], [-3.4988, 1.1828, -6.2705], [-3.9333, 2.3524, -5.0128], [4.6345, -5.3776, -0.0898], [5.2493, -6.3747, 0.8283], [5.2591, -5.8601, 2.2788], [3.9179, -5.9078, 2.8997], [2.8492, -5.9734, 3.3320], [3.5534, -5.3109, 0.0324], [4.9329, -5.6544, -1.1009], [5.0362, -4.3695, 0.0119], [6.2952, -6.5371, 0.5681], [4.8300, -7.3760, 0.7292], [5.6969, -4.8700, 2.4060], [5.9690, -6.4307, 2.8776], [-0.7264, -1.3276, 0.3185], [0.0945, -0.5022, 1.2765], [0.2844, 0.9819, 0.8809], [-0.9121, 1.7592, 0.5621], [-1.8672, 2.3285, 0.2247], [-0.8089, -2.3392, 0.7160], [-0.2742, -1.3885, -0.6714], [-1.7414, -0.9616, 0.1638], [1.0892, -0.9196, 1.4330], [-0.4202, -0.5884, 2.2334], [0.9532, 0.8855, 0.0256], [0.7923, 1.5505, 1.6599], [-2.2834, -8.5865, 1.2979], [-2.0503, -10.0604, 1.5329], [-2.4152, -10.4674, 2.9650], [-2.2967, -11.9531, 3.1195], [-2.2422, -13.1364, 3.2418], [-2.1824, -8.2362, 0.2707], [-1.6994, -7.9748, 1.9855], [-3.3073, -8.4324, 1.6384], [-1.0544, -10.3865, 1.2331], [-2.7686, -10.6494, 0.9626], [-3.4718, -10.2807, 3.1566], [-1.7544, -10.0473, 3.7232], [3.3296, 6.9146, -0.5519], [4.6515, 7.5062, -0.1665], [4.7041, 9.0276, 0.0086], [3.7945, 9.5301, 1.0385], [3.1074, 9.8634, 1.9015], [3.4089, 5.8362, -0.6894], [2.9966, 7.4366, -1.4490], [2.5731, 7.0769, 0.2159], [5.3391, 7.1078, -0.9126], [4.9238, 7.0234, 0.7720], [4.3582, 9.5213, -0.8996], [5.7006, 9.4071, 0.2347], [-2.1047, 6.7185, 4.7621], [-0.7029, 6.3647, 5.2481], [-0.6597, 5.2963, 6.3716], [-1.5058, 5.6107, 7.4777], [-2.2136, 5.8726, 8.3614], [-2.6436, 5.8539, 4.3746], [-2.1166, 7.4592, 3.9625], [-2.7537, 7.1203, 5.5402], [-0.2476, 7.2884, 5.6053], [-0.0345, 6.1582, 4.4122], [0.3341, 5.0390, 6.7380], [-1.0996, 4.3629, 6.0205]], "forces_ev_per_angstrom": [[0.6, -0.5, -0.2], [-0.4, 0.8, 1.1], [-0.5, -0.8, -0.3], [-1.3, 1.0, 1.5], [1.5, -1.4, -2.2], [-0.2, 0.0, -0.3], [-0.1, 0.0, 0.0], [0.4, 0.4, 0.4], [0.3, 0.6, -0.1], [-0.4, -0.2, 0.1], [0.0, 0.2, 0.1], [0.1, -0.1, -0.2], [0.1, 0.6, 0.8], [0.1, -0.5, -0.4], [0.2, 0.0, -0.7], [-2.4, -2.2, -0.1], [2.4, 2.1, 0.1], [-0.3, 0.1, -0.2], [0.1, 0.0, 0.1], [0.1, -0.6, -0.1], [-0.1, 0.3, 0.2], [-0.1, 0.2, -0.2], [0.1, 0.0, 0.2], [-0.1, 0.1, 0.3], [-1.0, 0.2, -1.0], [0.8, -0.4, 0.0], [-0.5, 0.6, 0.3], [-0.5, -0.3, 0.1], [0.2, -0.1, 0.0], [0.0, -0.1, 0.0], [0.0, 0.0, 0.2], [0.4, 0.3, -0.6], [0.5, -0.2, 0.5], [0.0, 0.0, 0.1], [-0.3, 0.1, 0.3], [0.5, -0.1, 0.0], [0.1, -0.1, 0.7], [0.3, 1.0, 0.4], [-0.3, -1.4, -0.1], [-0.6, 2.9, -0.6], [0.8, -2.6, 1.1], [-0.1, 0.0, -0.3], [-0.1, -0.3, 0.1], [-0.2, -0.1, -0.4], [-0.3, 0.5, -0.3], [0.4, 0.0, -0.5], [-0.2, 0.0, -0.1], [0.1, 0.2, -0.1], [0.6, -0.1, -0.5], [-1.8, 0.7, -0.8], [0.2, -0.1, 0.6], [2.1, -0.2, 0.9], [-1.6, 0.0, -0.6], [0.1, 0.1, 0.1], [-0.2, -0.1, 0.1], [0.1, 0.2, 0.0], [-0.3, -0.1, 0.0], [0.6, -0.1, 0.1], [0.0, -0.1, 0.1], [0.1, -0.2, 0.1], [-0.1, 0.3, -1.1], [1.0, 0.2, 0.9], [0.0, -0.7, 0.6], [-0.2, 0.0, 0.1], [0.8, 0.1, -0.3], [0.0, -0.1, -0.2], [-0.6, 0.0, -0.3], [0.1, 0.0, 0.4], [0.2, 0.2, -0.1], [-0.4, 0.1, 0.3], [-0.4, 0.3, -0.5], [-0.3, -0.5, 0.2], [0.1, -0.4, -0.6], [-0.8, 0.5, 0.9], [0.4, -0.6, 0.2], [-1.4, 0.2, -1.1], [1.4, -0.7, 0.7], [0.0, -0.1, -0.1], [0.1, 0.0, -0.1], [0.0, 0.2, 0.2], [0.0, 0.0, -0.2], [0.1, 0.3, 0.3], [-0.1, 0.8, -0.3], [0.3, -0.2, 0.1], [-0.6, 0.1, 0.8], [-0.3, -0.5, -0.2], [0.7, -1.5, 0.0], [0.2, -4.0, 0.4], [-0.2, 4.7, -0.5], [0.1, -0.2, 0.1], [0.4, 0.1, -0.2], [-0.3, 0.4, -0.3], [0.0, -0.1, 0.3], [0.2, 0.1, -0.6], [0.1, 0.5, 0.2], [-0.3, 0.3, 0.1], [-0.9, 0.6, 0.1], [0.5, -0.8, 0.8], [-0.4, 0.1, -0.5], [-0.2, -0.3, 0.9], [0.2, -0.1, -0.5], [0.0, 0.1, -0.3], [-0.3, -0.4, -0.3], [-0.1, 0.1, 0.0], [0.5, 0.7, 0.0], [0.4, 0.2, 0.2], [0.2, 0.0, -0.3], [0.0, -0.2, 0.0], [-0.5, -0.3, -0.1], [0.2, 0.9, 0.3], [0.1, -0.4, -1.3], [-1.6, 1.1, 2.4], [1.0, -0.4, -1.3], [0.1, -0.2, -0.1], [0.3, 0.0, 0.0], [0.2, 0.0, 0.3], [-0.1, 0.1, 0.5], [-0.2, -0.8, 0.0], [0.1, 0.3, -0.1], [0.2, -0.2, -0.5]], "smiles": "CCCC#N.CCCC#N.CCCC#N.CCCC#N.CCCC#N.CCCC#N.CCCC#N.CCCC#N.CCCC#N.CCCC#N", "homo_ha": -0.408, "e_above_lowest_kcal_mol": 80.4, "total_charge": 0}

---

(3)
{"formula": "C2H7NS2", "method": "ωB97M-V/def2-TZVPD", "elements": ["C", "N", "C", "H", "H", "H", "H", "H", "S", "S", "H", "H"], "coordinates": [[0.5401, -0.0530, -1.6460], [0.6475, 1.1976, -1.5085], [-0.5523, 2.0123, -1.3076], [1.4135, -0.6271, -1.3070], [-0.2400, -0.5731, -2.2069], [-1.0085, 2.3771, -2.2634], [-1.2030, 1.4653, -0.6184], [-0.2479, 2.8896, -0.7382], [0.9727, -2.2605, 2.0349], [-0.5076, -1.3949, 3.2755], [1.6836, -2.7109, 3.0679], [-1.4980, -2.3226, 3.2177]], "forces_ev_per_angstrom": [[1.2, 0.4, -0.7], [-0.2, -0.2, 1.7], [0.2, 0.4, -0.9], [-0.1, -0.2, -0.8], [-0.7, -0.1, 0.7], [0.0, -0.5, 0.8], [-0.4, 0.1, -0.6], [0.1, 0.1, -0.2], [-0.9, 0.4, 0.6], [0.2, -0.2, -0.5], [0.2, -0.2, 0.0], [0.5, 0.1, -0.1]], "smiles": "C=NC.SS", "homo_ha": -0.331, "e_above_lowest_kcal_mol": 40.8, "total_charge": 0}